Record 1
A molecular structure, C20H21Cl2N2O9Ru, computed with wB97M-V/def2-TZVPD.

Each line ends with the Löwdin charge.
Positions of all 55 atoms, in Å:
C: -15.13 -10.69 3.40  -0.54
C: -11.12 -10.82 4.92  -0.08
C: -17.34 -8.78 5.52  -0.19
H: -11.42 -7.99 8.64  0.13
C: -9.98 -5.57 4.89  -0.11
C: -14.81 -11.70 8.90  0.01
H: -17.73 -8.83 8.87  0.09
O: -17.89 -7.01 6.96  0.06
N: -16.30 -9.25 4.83  0.03
O: -19.92 -11.08 4.68  0.08
H: -14.54 -12.07 7.91  0.08
C: -11.89 -7.05 5.37  -0.36
O: -14.13 -9.93 3.77  -0.16
H: -12.79 -12.09 4.55  0.12
C: -9.44 -5.75 6.17  -0.66
H: -10.55 -10.41 5.76  0.08
C: -18.55 -9.40 5.52  0.09
H: -9.48 -4.98 4.14  0.11
C: -16.85 -8.57 9.45  0.00
C: -11.33 -7.20 6.69  -0.12
O: -15.74 -7.23 6.24  -0.15
C: -15.47 -10.37 8.68  -0.47
C: -16.43 -10.32 4.09  -0.17
H: -12.75 -10.71 7.05  0.07
Ru: -14.32 -8.80 5.67  1.74
C: -10.10 -6.58 7.04  -0.06
C: -17.00 -7.57 6.32  -0.60
O: -13.19 -10.97 6.21  -0.18
H: -10.45 -11.41 4.28  0.09
H: -11.57 -10.03 4.32  0.07
H: -17.73 -11.88 3.35  0.13
H: -17.17 -8.11 10.38  0.09
H: -16.20 -9.71 11.84  0.09
H: -16.26 -7.89 8.85  0.08
H: -15.51 -12.40 9.35  0.09
C: -17.63 -11.02 3.98  0.09
H: -17.10 -11.00 11.10  0.09
N: -16.08 -9.78 9.74  -0.13
C: -11.94 -7.98 7.69  -0.16
H: -9.72 -6.75 8.03  0.11
H: -19.96 -11.84 4.09  0.12
C: -16.18 -10.43 11.03  -0.05
H: -13.89 -11.71 9.49  0.09
C: -11.13 -6.21 4.49  -0.57
C: -18.69 -10.53 4.72  -0.27
Cl: -7.97 -4.97 6.67  0.67
H: -19.38 -9.05 6.10  0.14
O: -15.57 -9.84 7.57  -0.03
H: -11.80 -12.47 6.01  0.11
O: -15.11 -11.63 2.60  0.06
O: -13.00 -8.63 7.57  -0.09
H: -15.35 -11.09 11.20  0.07
C: -12.23 -11.69 5.40  -0.27
Cl: -11.74 -5.90 2.91  0.74
O: -12.94 -7.58 4.92  -0.19

Computed properties:
HOMO level (spin up / spin down) (eV): -8.57 / -8.69
Lowest unoccupied orbital energy (spin up / spin down) (eV): -0.82 / -1.39
Spin multiplicity: 6
Orbital gap (spin up / spin down) (eV): 7.7 / 7.3

---

Record 2
A molecular structure, HNO2S2, computed with wB97M-V/def2-TZVPD.

Each line ends with the Löwdin charge.
Positions of all 6 atoms, in Å:
O: 1.77 1.13 -0.50  -0.34
H: -0.23 0.20 -0.42  -0.19
S: -0.27 -1.13 -0.39  0.67
N: 1.54 -1.36 0.28  -0.48
S: 2.36 -0.16 -0.14  0.59
O: 3.70 -0.18 0.20  -0.26

Computed properties:
HOMO level (eV): -10.17
Lowest unoccupied orbital energy (eV): -1.11
Orbital gap (eV): 9.1

---

How do the records compare in energy above the lowest of the compared OMol25 structures with the same formula, charge and spin? In the order shown, they have 4.16; 14.94 kcal per mole.